Formula: C45H38CdN5O3SSb
Source: the OMol25 dataset
Level of theory: the ωB97M-V functional and the def2-TZVPD basis

Structure (XYZ):
```
94
Properties=species:S:1:pos:R:3:forces:R:3
Cd -0.45908 0.32229 0.23953 -1.0 -0.7 -0.4
C 3.59338 -3.34945 4.07428 -0.1 -0.1 -0.1
C 3.04309 -2.27694 3.18245 0.0 0.1 0.0
C 3.64209 -1.96377 1.96599 -0.1 0.0 0.1
C 3.14250 -0.95817 1.16828 -0.3 0.0 0.0
C 2.02055 -0.19915 1.53931 0.3 -0.1 0.5
N 1.50779 0.82096 0.76147 0.5 0.0 0.1
C 2.31404 1.78548 0.26212 0.2 0.3 -0.1
C 3.63265 1.95713 0.75007 -0.2 0.0 0.0
C 4.50744 2.87432 0.23023 -0.1 0.1 -0.2
C 4.11623 3.71250 -0.80963 0.0 -0.1 0.0
C 5.08434 4.66451 -1.44560 -0.1 0.1 0.1
C 2.79346 3.65903 -1.21207 0.0 -0.1 0.1
C 1.87784 2.73966 -0.70027 1.0 -0.1 0.5
N 0.53467 2.85673 -1.13574 -0.2 0.1 -0.7
C 0.10615 3.55199 -2.21062 -0.5 0.0 0.0
C -1.27024 3.59834 -2.16951 0.2 0.2 0.2
C -1.60868 2.88056 -1.03004 0.1 0.3 -0.1
N -0.51360 2.44132 -0.41304 -0.5 0.1 0.3
C 1.39892 -0.54748 2.75796 0.7 -0.3 -0.6
C 1.90880 -1.56962 3.54864 0.0 0.0 -0.1
N 0.29600 0.18259 3.25140 0.0 0.2 0.6
C 0.11615 0.54064 4.53665 -0.3 0.3 0.2
C -1.08871 1.20345 4.61756 0.2 -0.1 0.1
C -1.57657 1.20143 3.31091 0.1 -0.1 0.0
N -0.72916 0.58355 2.50149 -0.6 0.1 0.0
H 4.64955 -3.51470 3.87324 0.1 0.0 0.0
H 3.06518 -4.28927 3.91180 0.0 -0.1 0.0
H 3.47459 -3.07622 5.12119 0.0 0.0 0.1
H 4.51612 -2.51101 1.64175 0.1 -0.1 0.0
H 3.62796 -0.72299 0.23161 0.0 0.0 0.0
H 3.94628 1.34258 1.58196 0.0 0.0 -0.1
H 5.50349 2.95866 0.64351 0.1 0.0 0.0
H 6.10582 4.35216 -1.24355 0.1 0.0 0.0
H 4.95797 5.67539 -1.05935 0.0 0.1 0.0
H 4.93868 4.69880 -2.52326 0.1 0.0 -0.1
H 2.46327 4.38639 -1.93740 0.0 0.1 -0.1
H 0.76795 3.94018 -2.95658 0.2 0.0 0.0
H -1.92601 4.06313 -2.87505 -0.1 0.1 -0.2
H -2.57970 2.67621 -0.61112 0.0 -0.1 0.0
H 1.40589 -1.81615 4.47286 -0.1 0.0 0.1
H 0.84639 0.32437 5.29024 0.2 0.0 0.1
H -1.54317 1.62726 5.48986 0.0 0.1 0.1
H -2.49176 1.61494 2.92775 -0.1 0.0 -0.1
S -1.07438 -2.02945 0.05140 -0.1 0.1 0.0
Sb -1.53983 -2.14427 -2.26034 0.2 -0.8 -0.1
C 0.66870 -2.37772 -3.01176 -0.6 0.3 0.3
C 1.35889 -1.23517 -2.27577 0.4 -0.3 0.4
C 2.69942 -0.74319 -2.74424 0.2 0.3 0.0
C 2.88332 -0.26829 -3.96752 0.1 -0.1 0.1
C 1.92214 -0.50667 -5.07235 0.3 0.1 -0.1
C 0.54333 -2.06427 -4.48373 -0.1 -0.5 0.0
C -2.03788 -4.24931 -2.28890 0.1 0.7 0.0
C -2.68638 -4.73076 -3.41484 0.0 0.1 -0.1
C -3.18741 -6.01912 -3.44054 -0.1 -0.2 -0.1
C -3.04822 -6.83542 -2.33080 0.0 -0.1 -0.1
C -2.38746 -6.36283 -1.20949 0.0 -0.1 0.1
C -1.88348 -5.07423 -1.18843 0.1 0.1 0.2
C 1.13349 -3.74975 -2.70399 0.0 -0.2 0.2
C 1.70787 -4.08539 -1.47718 0.0 0.2 -0.1
C 2.10550 -5.38253 -1.21331 0.0 -0.2 0.0
C 1.92890 -6.37926 -2.15689 0.1 -0.1 0.1
C 1.33511 -6.06800 -3.36711 -0.1 0.0 0.0
C 0.92823 -4.77697 -3.62939 0.1 0.1 0.1
H 1.41426 -1.46441 -1.20530 -0.1 0.1 -0.3
H 3.46420 -0.63427 -1.99208 0.2 0.0 0.1
H 3.82432 0.18629 -4.24850 0.1 0.0 0.1
H 2.13773 0.10910 -5.94678 0.0 -0.1 0.1
H -0.26437 -2.64347 -4.93804 0.0 0.1 0.0
H -2.81516 -4.08286 -4.27454 -0.1 0.0 -0.1
H -3.70773 -6.37994 -4.31641 0.0 0.0 -0.1
H -3.45997 -7.83522 -2.33934 0.0 -0.1 0.0
H -2.28383 -6.99540 -0.33952 0.0 -0.1 0.1
H -1.38647 -4.69374 -0.30543 0.0 0.0 0.1
H 1.85427 -3.34288 -0.70632 0.0 0.1 0.0
H 2.56020 -5.61674 -0.26144 0.0 0.0 0.1
H 2.23998 -7.39187 -1.95198 0.1 -0.1 0.0
H 1.18237 -6.83310 -4.11445 0.0 -0.1 0.0
H 0.45021 -4.57208 -4.57495 0.0 0.0 -0.1
O 2.87505 -2.84162 -4.80391 0.0 -0.2 -0.1
C 1.84489 -2.06289 -5.33452 0.0 0.3 0.0
C 1.59152 -2.35512 -6.77394 -0.2 0.0 -0.2
C 0.61512 -1.81990 -7.51399 0.5 -0.4 -0.1
C -0.35983 -0.83729 -7.09104 -0.3 0.4 0.2
C -0.45383 -0.24680 -5.89660 -0.2 0.1 -0.2
C 0.40790 -0.54313 -4.71683 -0.1 0.0 -0.1
C -0.04328 0.23868 -3.51449 -0.5 0.7 -0.1
O -0.88396 1.10405 -3.54342 0.4 -0.2 -0.2
O 0.49406 -0.07380 -2.32635 -0.2 0.2 0.1
H 3.64864 -2.78165 -5.37544 0.0 0.0 0.0
H 2.27919 -3.05951 -7.22630 0.0 -0.1 -0.1
H 0.53481 -2.13263 -8.54694 0.1 0.0 -0.1
H -1.07759 -0.55507 -7.84914 -0.1 0.1 0.0
H -1.22517 0.48831 -5.71706 -0.1 0.0 -0.1
```
Positions in Å, forces in eV/Å.

The electronic energy is -82810.65663 eV. The HOMO energy is -6.70 eV. The total charge is 0. The value obtained for the relative energy (zero: lowest compared OMol25 entry of this formula, charge and spin) is 37.0 kcal per mole.


Formula: C15H27N2O7P
Source: the OMol25 dataset
Level of theory: the ωB97M-V functional and the def2-TZVPD basis

Structure (XYZ):
```
52
Properties=species:S:1:pos:R:3:forces:R:3
C -2.27819 -0.40874 -0.28915 -0.3 0.3 0.2
C -2.32910 -0.90304 1.26789 1.1 0.6 -1.3
C -1.64027 0.22142 2.20269 -2.0 0.7 -0.1
O -0.68211 -0.30669 3.16979 3.0 0.0 -2.4
P 0.70078 -0.96597 2.38945 -1.4 -4.7 2.3
O 0.53977 -2.50551 2.50063 0.8 4.4 -1.0
O 0.75485 -0.40631 0.77303 -1.4 1.2 3.9
O 1.17545 -1.36569 -0.09059 1.2 -2.1 -1.9
O 2.12401 -0.54105 3.28868 -1.3 0.7 -3.5
C 3.17589 -0.54753 2.28153 2.8 -1.1 -2.3
C 3.73356 0.75954 1.65545 1.1 -3.6 -0.8
C 4.83072 0.64402 0.54676 -1.9 -3.3 1.9
C 5.28360 -0.78543 0.12330 -1.5 0.1 1.7
C 4.75828 -2.10230 0.74947 -2.0 4.0 1.8
C 3.66377 -1.97541 1.85324 2.0 2.9 -1.9
H -1.71409 0.58561 -0.41047 -0.9 -1.6 0.3
H -3.34500 -0.22005 -0.64730 1.5 -0.3 0.3
H -1.76526 -1.18343 -0.95823 -0.8 1.0 1.1
H -1.73923 -1.89697 1.27650 -1.1 1.6 0.5
H -3.41564 -1.03800 1.58107 1.6 -0.1 -0.3
H -1.19178 1.09709 1.61835 -0.6 -1.5 0.7
H -2.50076 0.67933 2.82644 1.6 -0.7 -0.8
H 0.59860 -2.17421 -0.06488 -0.1 0.6 0.4
H 3.30902 1.74222 2.04109 0.8 -1.5 -0.7
H 5.26491 1.59140 0.05813 -0.8 -1.8 0.9
H 6.06507 -0.88913 -0.70877 -1.3 0.3 1.4
H 5.10493 -3.15267 0.46363 -0.4 1.9 0.3
H 3.26017 -2.93774 2.30703 0.3 1.8 -0.5
C -0.29507 -2.29698 -4.61186 -0.3 0.3 0.2
N -0.44359 -2.62612 -3.21065 0.3 -0.5 0.2
C 0.20528 -3.58505 -2.49843 -0.3 0.3 0.3
C 1.21505 -4.43600 -3.21928 0.1 -0.2 0.1
O -0.03987 -3.73555 -1.30517 0.2 0.1 0.0
H 0.01191 -1.25172 -4.68702 0.0 -0.1 -0.3
H -1.26552 -2.42036 -5.09711 0.1 0.0 -0.2
H 0.44044 -2.92696 -5.10750 -0.1 0.0 0.1
H -1.10490 -2.09626 -2.66052 0.1 0.0 -0.1
H 1.64769 -5.15358 -2.52159 -0.2 0.2 0.0
H 0.73149 -4.98856 -4.02783 0.1 0.1 -0.1
H 2.01843 -3.81075 -3.61471 -0.1 -0.1 -0.1
C -3.82501 6.07946 0.62700 -0.4 -0.2 -0.2
N -3.81354 4.63791 0.49706 0.4 -0.2 0.1
C -2.81979 3.76994 0.83022 -0.4 -0.4 -0.2
C -1.55283 4.33789 1.41152 0.1 0.0 0.1
O -2.97375 2.56750 0.65360 0.1 0.3 0.1
H -4.66084 6.35840 1.27202 0.1 0.3 0.0
H -3.97882 6.51133 -0.36411 0.1 0.3 0.1
H -2.89845 6.46256 1.04912 -0.1 -0.1 0.0
H -4.63065 4.18350 0.11390 0.1 0.1 0.0
H -0.85681 3.52630 1.62577 -0.2 0.0 -0.1
H -1.08276 5.01622 0.69615 0.0 0.1 0.2
H -1.77003 4.86210 2.34467 0.1 0.1 -0.1
```
Positions in Å, forces in eV/Å.

The electronic energy is -42588.92341 eV. The HOMO energy is -8.56 eV. The total charge is 0. As for the structure (SMILES): CCCO[P@@](=O)(OO)Oc1ccccc1.CNC(C)=O.CNC(C)=O.


Formula: FH2IP2
Source: the OMol25 dataset
Level of theory: the ωB97M-V functional and the def2-TZVPD basis

Structure (XYZ):
```
6
Properties=species:S:1:pos:R:3:forces:R:3
F 0.38397 -2.21391 0.01426 0.3 2.7 1.5
P -0.97375 0.76745 -0.17063 -0.1 1.2 2.0
P 0.48073 -0.07891 1.26115 -1.3 -2.8 -1.9
I 2.35348 1.12003 0.52600 0.4 0.1 -0.2
H -1.93203 -0.21006 -0.30670 -0.2 -0.8 0.1
H -0.31240 0.61540 -1.32408 0.9 -0.4 -1.4
```
Positions in Å, forces in eV/Å.

The electronic energy is -29425.82602 eV. The HOMO energy is -9.94 eV. The total charge is 0. The value obtained for the relative energy (zero: lowest compared OMol25 entry of this formula, charge and spin) is 62.8 kcal per mole.